(1)
DFT (the ωB97M-V functional and the def2-TZVPD basis) results for a single C23H27N5O4S molecule.

Calculated values
- HOMO-LUMO gap: 0.3143 Ha
- SMILES: CC[C@H](c1nnc(SCC(=O)Nc2ccc(C(=O)Nc3ccccc3OC)cc2)o1)N(C)C
- Energy: -50765.0705 eV

CARTESIAN COORDINATES (ANGSTROEM)
H -5.2613 -3.3333 -0.1754
H 7.9376 0.0084 1.5888
S -5.0309 2.8588 -0.8784
H -4.1838 4.2670 0.8148
C 1.7071 1.1231 -1.0887
N 3.9785 0.6205 -0.5208
C -4.2387 3.1801 0.7356
H -4.8723 2.7968 1.5357
H -4.3448 -3.8669 1.2490
C 5.9078 -0.3748 -1.6687
H -3.6050 -1.4498 1.5526
C -1.5911 -1.3336 -0.0670
H -5.6394 -2.2520 2.6586
C -4.8638 -3.0243 0.7910
H -1.7119 -3.3643 -1.5686
C -0.0081 1.6422 0.5252
O -4.3922 0.4709 0.1589
O 5.3512 0.8761 1.6966
N -2.1010 2.6502 -0.2501
C -2.7114 -3.1059 -1.2245
H 3.7267 1.0381 0.3643
N -4.8947 -0.9052 -1.4691
C 0.8812 1.6130 -2.0987
C 7.3582 -0.0919 0.6848
H -6.7179 -3.3784 1.8330
H -0.3619 1.6445 1.5424
O -2.4779 2.1254 1.9430
C 3.0339 0.5709 -1.4989
C -0.8204 2.1403 -0.4888
N -2.5843 -2.3860 0.0289
C -0.3647 2.1231 -1.8062
N -5.1926 0.3440 -1.8863
H 7.6918 -1.2151 -2.4861
C 6.0235 1.0324 2.9219
H -0.9959 2.5020 -2.5979
H 1.2394 1.5806 -3.1162
C -2.8390 2.5801 0.8838
C -4.4260 -0.8197 -0.2684
H 1.8337 0.7253 1.0275
H 6.8840 1.7016 2.8251
C -4.8879 1.1334 -0.9085
H -0.6151 -1.7881 -0.2328
H -1.7789 -0.6295 -0.8919
C 7.2299 -0.7850 -1.6111
H 6.3531 0.0693 3.3237
O 3.2225 0.1396 -2.6196
H 8.9814 -0.9610 -0.3938
H -3.2663 -4.0259 -1.0596
C 1.2418 1.1365 0.2228
H 5.2973 1.4764 3.6015
H -3.2159 -2.5190 -2.0028
H -6.5404 -1.7331 1.2307
C 7.9510 -0.6435 -0.4427
H -2.5612 3.0380 -1.0672
H 5.3350 -0.4806 -2.5742
C -3.8437 -1.9011 0.5810
C 6.0388 0.3213 0.6419
C -6.0097 -2.5672 1.6853
H -1.5577 -0.7744 0.8668
C 5.3025 0.1798 -0.5520

Forces on the atoms, in the same order (eV/Å):
0.045 -0.096 -0.023
0.005 0.030 0.101
-0.087 0.484 0.205
-0.024 -0.015 -0.006
-0.266 0.015 -0.034
-0.007 0.148 0.520
-0.258 -0.263 -0.197
0.198 0.043 -0.032
0.054 -0.036 -0.072
-0.107 0.019 -0.059
-0.069 -0.048 -0.094
0.010 -0.092 0.032
-0.005 0.040 0.116
0.026 0.259 0.121
0.026 -0.062 -0.027
-0.121 0.080 0.193
-0.125 0.088 -0.081
-0.068 -0.156 -0.581
0.119 0.192 -0.467
-0.042 -0.040 -0.015
-0.073 -0.006 -0.215
0.205 -1.253 0.672
0.119 -0.047 0.080
-0.123 0.110 0.207
-0.110 -0.013 0.046
-0.023 -0.012 0.014
0.126 -0.046 0.219
-0.046 0.030 0.064
0.308 -0.155 0.106
0.102 0.006 0.205
0.000 -0.002 0.122
-0.216 1.627 -0.155
0.034 -0.038 -0.083
0.099 0.052 0.269
-0.067 0.030 -0.090
0.020 -0.017 -0.082
-0.370 0.261 0.003
-0.139 -0.145 -0.382
0.062 -0.040 0.081
-0.030 -0.041 -0.010
-0.039 -0.370 -0.263
0.073 0.061 -0.029
-0.020 0.070 -0.029
0.164 -0.010 0.135
-0.004 0.041 -0.035
0.057 -0.003 -0.104
0.087 -0.027 0.004
-0.028 -0.091 -0.104
0.081 0.043 -0.328
0.099 -0.032 -0.006
0.087 -0.067 -0.038
-0.118 0.101 0.003
0.044 -0.061 -0.137
-0.005 -0.134 0.240
-0.030 0.010 -0.009
0.074 -0.267 0.185
-0.064 -0.012 -0.074
0.128 -0.113 -0.155
0.023 0.061 0.039
0.208 -0.092 0.034

(2)
DFT (the ωB97M-V functional and the def2-TZVPD basis) results for a single C2H3NO2S2 molecule.

Calculated values
- HOMO-LUMO gap: 0.3109 Ha
- SMILES: O=C(O)C(=S)NS
- Energy: -29377.6226 eV

CARTESIAN COORDINATES (ANGSTROEM)
H 0.2708 0.7543 -1.2841
H 0.6566 -2.3956 -1.1514
S 0.4126 -1.5048 -2.1415
N 0.0931 -0.2338 -1.0469
O -0.2385 1.7765 0.2464
C -0.1512 -0.5093 0.2368
C -0.2801 0.7356 1.0741
S -0.1797 -1.9591 0.9744
O -0.3508 0.7814 2.2819
H -0.2328 2.5548 0.8103

Forces on the atoms, in the same order (eV/Å):
-0.117 -1.108 -0.129
0.012 0.073 0.049
0.058 0.305 -0.508
0.135 -0.178 -0.193
-0.117 1.341 0.400
0.155 0.039 0.619
0.070 -0.928 1.439
-0.127 -0.449 -0.054
-0.008 0.336 -1.691
-0.059 0.568 0.067

(3)
DFT (the ωB97M-V functional and the def2-TZVPD basis) results for 3 unconnected molecules or ions with the total composition C3H6FN2.

Calculated values
- Net charge: -1
- HOMO-LUMO gap: 0.2401 Ha
- Energy: -8903.8792 eV

CARTESIAN COORDINATES (ANGSTROEM)
H -1.6246 -1.4571 0.1186
H 0.0966 -0.1354 1.5653
N -0.7064 -1.3123 -0.2918
H -0.8034 -1.3672 -1.3418
H 1.0592 0.3857 -1.6546
C -0.1607 -0.0265 0.0800
H 1.8465 -0.5918 -0.3513
H 0.2802 -0.2026 2.6150
C 1.1517 0.2305 -0.5684
N -1.8466 1.9663 -0.0453
C -1.0929 1.0787 -0.0592
F 1.8003 1.4317 -0.0665

Forces on the atoms, in the same order (eV/Å):
0.258 0.069 -0.051
0.223 0.086 1.155
0.238 -0.437 -1.631
-0.257 -0.067 1.331
0.292 0.050 -0.021
-0.767 1.214 0.574
-0.197 0.075 -0.121
-0.204 -0.106 -1.114
0.722 0.577 0.381
0.250 -0.443 -0.061
0.216 0.059 0.041
-0.774 -1.077 -0.484

(4)
DFT (the ωB97M-V functional and the def2-TZVPD basis) results for a molecular structure, C45H41BaBrFN10O6.

Calculated values
- Net charge: -1
- HOMO-LUMO gap: 0.2232 Ha
- Energy: -147971.6014 eV

CARTESIAN COORDINATES (ANGSTROEM)
H -0.4525 -5.7108 0.5655
H -2.3149 0.8212 -3.8343
H 4.4353 -2.4171 -5.9444
H 5.7024 -0.5887 -4.8852
H -3.5823 1.1869 1.7157
C -2.0573 7.1034 -3.2280
N 2.3383 1.8203 -0.2847
C -3.7051 -0.3443 -2.6845
H 4.9809 -2.7838 0.2404
C 4.6882 -0.7891 -4.5732
H -1.3939 -4.8288 -0.6592
C -1.4856 -2.7439 5.2228
C 4.1113 -0.0392 -3.5643
C 2.8066 -0.2955 -3.1478
H 1.9568 -5.1015 2.1375
C -4.2177 -2.5219 -3.5750
N 2.8081 1.2998 -1.3923
F -2.8322 -2.6719 5.1282
O -0.1099 3.0122 -1.1830
C 1.9040 3.5838 1.2319
H -5.1025 -1.7022 -1.8070
C 1.3591 -3.1446 1.4870
C 1.2925 -2.7947 5.5027
N 0.6060 -1.6253 5.2343
C 3.9748 -1.8134 -5.1760
O 2.4856 -2.8432 5.6920
H 2.5757 5.9183 3.5823
H -0.8392 4.1429 0.3601
C 3.0449 -1.8759 0.4227
N -2.3290 3.0399 -0.6005
O -1.4248 -5.1198 5.5510
N 0.7757 -1.5355 -3.3922
H 4.2760 -4.8854 1.3542
C 3.9602 -2.9039 0.5845
C -1.7728 6.2347 -1.0169
H -0.3681 -2.4260 2.5051
C -3.5489 0.4570 -0.3287
H -4.7709 -3.4479 -3.5115
C 2.4934 4.7110 1.8131
C -1.6340 5.9050 -3.7656
C -1.3666 5.0260 -1.5407
C -4.4081 -1.5438 -2.6177
H 2.6838 3.7944 -0.7943
H -1.5834 5.7676 -4.8360
C 1.0801 0.1728 3.5612
H -1.8242 6.3484 0.0591
C 2.6690 -2.0667 -4.8002
C 2.3529 3.0693 -0.0512
O -0.0970 0.1699 3.1737
C -2.1138 7.2847 -1.8552
H 4.6610 0.7506 -3.0806
N 0.9023 2.9473 1.8269
C -2.2398 -4.1907 1.7355
C 3.5734 -4.0751 1.2053
C 1.0463 4.4126 3.6887
C 1.3665 -0.4282 4.9802
Ba 0.5857 0.4927 0.9673
H -2.3388 7.9129 -3.8907
H -2.3575 2.3968 -1.3999
Br -3.1014 -1.3260 0.2895
H -4.1115 1.6556 -1.9481
C 0.2498 -0.8376 -2.3547
H -0.3993 2.8364 3.3764
C -0.7468 -1.6154 5.1216
H 0.7024 4.6796 4.6771
H -2.6005 -3.4251 2.4174
N -2.7147 2.5705 0.5565
C 2.2689 -4.1878 1.6443
H -3.0193 -4.3944 1.0018
O 2.0488 0.6271 2.9625
H -1.9608 -0.9310 -5.5219
H 0.3077 -4.3990 -0.3734
N 0.8526 0.0780 -1.7073
C -0.0274 -3.3574 2.0424
H -0.3731 3.2085 -2.4613
C -3.3161 -2.3171 -4.6070
N -1.0501 -3.7223 1.0550
C -3.8070 0.6675 -1.6287
H 2.1057 -2.8617 -5.2688
H -2.4294 8.2315 -1.4415
N 0.4982 -3.9156 5.5983
C 2.0797 -1.3073 -3.7961
C -1.2549 4.8453 -2.9332
C 1.7195 -1.9368 0.8681
H 3.3997 -0.9757 -0.0635
O -0.7979 3.7003 -3.4177
H 0.2468 -2.2818 -3.8200
H 1.1259 0.3416 5.7189
C -2.6482 -1.1067 -4.7059
H 1.0023 -4.7766 5.7817
C -2.8480 -0.1172 -3.7606
H 0.0170 -4.1380 2.8260
C 2.1572 0.4059 -2.0423
C 0.4599 3.3686 2.9899
H -3.1386 -3.0984 -5.3328
H 2.4249 -0.6780 5.0368
C -3.3375 1.4527 0.6972
C -0.8840 -4.0399 5.4532
C -0.6173 -4.7209 0.1026
H -1.2067 -0.6610 4.9176
H -0.7558 -1.1106 -2.0653
H 3.2841 5.2362 1.2975
H -2.0541 -5.1147 2.3082
C 2.0858 5.0978 3.0749
C -1.0615 3.8271 -0.6723

Forces on the atoms, in the same order (eV/Å):
0.059 0.000 -0.007
0.060 0.116 0.015
0.015 -0.030 -0.068
0.073 0.041 0.010
-0.025 -0.031 0.082
-0.052 0.154 0.029
0.004 1.208 1.426
-0.014 -0.207 -0.214
0.096 -0.009 -0.041
0.104 0.159 0.172
0.014 -0.062 -0.030
-0.081 0.691 0.005
-0.071 -0.135 -0.092
-0.097 -0.340 -0.408
-0.043 -0.132 0.077
-0.030 -0.089 -0.017
1.514 -0.200 -2.059
0.233 -0.111 -0.014
0.399 -0.090 -0.523
-0.060 0.685 0.707
-0.039 -0.035 0.063
0.322 -0.155 0.007
0.031 0.013 0.214
0.152 -0.321 0.007
-0.279 -0.090 -0.030
0.288 -0.054 -0.046
-0.015 0.055 -0.030
-0.219 0.021 -0.050
-0.143 -0.159 0.047
-0.179 -0.127 -0.415
-0.185 0.032 -0.030
-0.227 -0.110 0.074
0.030 -0.034 0.001
0.338 0.065 -0.143
0.040 -0.045 -0.108
-0.046 -0.064 0.107
-0.024 -0.281 -0.646
-0.008 -0.088 0.012
0.020 -0.285 -0.237
0.092 -0.244 -0.126
0.300 -0.150 -0.082
-0.040 0.095 -0.093
0.123 -0.064 -0.069
0.053 -0.044 -0.115
1.128 -0.801 2.887
-0.032 0.015 0.089
0.062 -0.045 -0.056
0.602 -0.214 -1.212
-2.117 -0.175 1.575
-0.113 0.272 0.109
0.033 0.107 0.121
0.105 0.749 -0.142
0.073 0.078 -0.105
0.127 -0.164 -0.023
0.054 0.071 -0.130
0.368 0.579 -0.733
-2.461 -0.859 -3.201
-0.008 0.028 -0.013
-0.021 0.098 0.189
0.172 0.486 -0.009
0.112 0.203 0.115
-0.087 -0.522 -0.306
-0.025 -0.067 0.178
-0.990 -0.801 0.141
-0.080 0.045 0.001
-0.075 0.064 0.174
0.291 0.298 0.442
-0.158 -0.169 0.200
-0.127 -0.033 -0.031
1.370 0.577 0.214
0.045 0.015 -0.072
-0.017 -0.063 -0.031
0.065 0.141 -0.378
-0.031 0.067 -0.047
0.003 0.098 -0.241
0.018 -0.066 -0.072
0.012 -0.082 -0.058
-0.062 -0.144 0.471
-0.055 -0.064 -0.047
-0.037 0.091 0.028
-0.015 -0.365 0.001
0.435 0.297 0.130
-0.125 0.455 0.020
-0.208 -0.535 0.001
0.175 0.265 -0.096
0.221 -0.569 0.437
-0.008 0.163 0.142
0.031 -0.021 0.036
0.116 -0.055 -0.167
-0.101 0.187 -0.067
-0.097 -0.005 0.146
-0.013 0.021 -0.025
-0.070 0.508 0.427
-0.106 0.268 0.605
-0.029 -0.021 -0.094
-0.193 0.049 0.085
-0.198 -0.214 0.459
0.264 0.137 0.064
0.027 0.057 -0.072
-0.014 -0.050 0.030
-0.179 -0.104 -0.018
0.054 0.014 -0.052
-0.014 0.005 0.065
-0.097 -0.062 0.144
-0.483 0.211 0.415